# 1
C21H27N3O5 | the ωB97M-V functional and the def2-TZVPD basis

Structure (XYZ):
```
56
Properties=species:S:1:pos:R:3:lowdin_charge:R:1
C -1.507 1.362 -4.061 -0.052
N -1.924 1.637 -2.686 0.014
C -1.090 1.715 -1.638 -0.437
O 0.119 1.578 -1.777 0.073
C -1.725 1.962 -0.249 -0.177
C -0.988 1.281 0.918 -0.090
C 0.390 1.830 1.244 -0.221
C 0.512 3.061 1.918 -0.025
C 1.786 3.565 2.249 -0.017
C 2.943 2.829 1.909 -0.316
O 4.175 3.306 2.225 0.046
C 2.821 1.598 1.234 0.007
C 1.546 1.105 0.897 -0.028
N -3.144 1.568 -0.192 0.080
C -4.102 2.300 0.377 -0.560
C -5.486 1.696 0.400 0.000
O -3.909 3.410 0.852 0.049
H -0.526 1.806 -4.250 0.087
H -2.224 1.783 -4.765 0.083
H -1.434 0.285 -4.216 0.079
H -2.900 1.817 -2.512 0.123
H -1.661 3.039 -0.086 0.154
H -0.909 0.217 0.702 0.098
H -1.594 1.383 1.819 0.125
H -0.377 3.621 2.180 0.113
H 1.875 4.509 2.763 0.102
H 4.131 4.182 2.607 0.097
H 3.710 1.052 0.959 0.111
H 1.459 0.181 0.342 0.102
H -3.386 0.647 -0.518 0.145
H -5.467 0.768 0.968 0.082
H -6.167 2.400 0.877 0.086
H -5.816 1.507 -0.620 0.079
C 1.167 -1.811 3.011 -0.053
C 1.203 -2.300 1.586 -0.290
C 0.030 -2.395 0.837 -0.019
C 0.062 -2.800 -0.502 -0.206
C -1.228 -2.841 -1.290 -0.051
C 1.294 -3.144 -1.090 -0.209
N 1.291 -3.533 -2.418 0.133
C 2.496 -3.093 -0.345 -0.065
C 3.825 -3.476 -0.890 -0.444
O 3.921 -4.002 -1.991 0.067
O 4.910 -3.249 -0.113 0.109
C 2.419 -2.655 0.994 0.018
H 1.990 -1.113 3.196 0.078
H 1.261 -2.654 3.702 0.080
H 0.228 -1.290 3.223 0.075
H -0.917 -2.133 1.300 0.113
H -2.066 -2.468 -0.694 0.072
H -1.143 -2.218 -2.186 0.077
H -1.454 -3.869 -1.592 0.081
H 0.426 -3.900 -2.800 0.087
H 2.179 -3.915 -2.762 0.082
H 5.658 -3.555 -0.645 0.128
H 3.319 -2.583 1.599 0.125
```

total charge	0
E_HOMO	-7.84	eV
energy	-1356.9742	Eh
SMILES	CNC(=O)[C@H](Cc1ccc(O)cc1)NC(C)=O.Cc1cc(C)c(N)c(C(=O)O)c1
ΔE to the lowest compared entry with this formula, charge and spin	113.0	kJ/mol
strongest force on any atom	1.955	eV/Å



# 2
C21H27NO3 | the ωB97M-V functional and the def2-TZVPD basis

Structure (XYZ):
```
52
Properties=species:S:1:pos:R:3:lowdin_charge:R:1
O -2.739 -2.192 0.484 -0.025
C -2.378 -0.879 0.121 -0.345
C -0.897 -0.645 0.448 -0.159
O -0.170 -1.635 -0.248 -0.054
C 1.195 -1.643 -0.145 -0.265
C 1.943 -0.756 0.614 -0.009
C 3.327 -0.849 0.645 -0.004
C 3.983 -1.831 -0.081 -0.277
O 5.336 -2.015 -0.123 -0.053
C 6.157 -1.161 0.640 -0.153
C 6.162 0.277 0.180 -0.225
C 6.471 1.295 1.074 -0.050
C 6.491 2.612 0.653 -0.085
C 6.195 2.926 -0.663 -0.093
C 5.888 1.916 -1.558 -0.075
C 5.876 0.597 -1.140 -0.028
C 3.227 -2.725 -0.843 0.004
C 1.855 -2.632 -0.875 0.001
C -3.273 0.119 0.867 -0.149
N -4.448 0.457 0.092 -0.172
C -5.398 -0.641 0.026 -0.195
C -6.498 -0.317 -0.978 -0.185
C -7.222 0.958 -0.561 -0.214
C -6.199 2.078 -0.405 -0.190
C -5.105 1.659 0.573 -0.211
H -2.048 -2.779 0.151 0.095
H -2.518 -0.738 -0.961 0.157
H -0.740 -0.744 1.531 0.145
H -0.594 0.359 0.126 0.138
H 1.468 0.022 1.190 0.106
H 3.875 -0.134 1.237 0.110
H 7.163 -1.582 0.523 0.140
H 5.888 -1.217 1.705 0.133
H 6.696 1.052 2.103 0.113
H 6.733 3.396 1.356 0.101
H 6.205 3.955 -0.989 0.100
H 5.657 2.154 -2.586 0.103
H 5.637 -0.193 -1.837 0.121
H 3.743 -3.486 -1.406 0.120
H 1.269 -3.319 -1.464 0.119
H -3.526 -0.318 1.848 0.140
H -2.706 1.038 1.035 0.123
H -4.863 -1.541 -0.275 0.111
H -5.847 -0.831 1.018 0.131
H -7.196 -1.153 -1.037 0.109
H -6.047 -0.173 -1.961 0.115
H -7.974 1.232 -1.303 0.106
H -7.731 0.794 0.392 0.110
H -6.678 2.991 -0.047 0.107
H -5.740 2.285 -1.373 0.114
H -4.358 2.454 0.650 0.117
H -5.547 1.506 1.576 0.127
```

total charge	0
E_HOMO	-8.07	eV
energy	-1096.8673	Eh
SMILES	O[C@H](COc1ccc(OCc2ccccc2)cc1)CN1CCCCC1
ΔE to the lowest compared entry with this formula, charge and spin	313.6	kJ/mol
strongest force on any atom	0.653	eV/Å



# 3
C21H27NO5S | the ωB97M-V functional and the def2-TZVPD basis

Structure (XYZ):
```
55
Properties=species:S:1:pos:R:3:lowdin_charge:R:1
C 0.869 5.350 5.401 -0.092
C -0.603 5.091 4.927 -0.220
C -0.634 3.732 4.148 -0.306
C -0.489 2.500 4.826 -0.266
C -0.783 1.287 3.893 -0.005
O 0.533 1.252 2.926 -0.089
C 0.689 0.336 1.919 -0.281
C -0.405 -0.913 1.977 0.139
C -0.215 -1.846 0.931 -0.002
C 0.857 -1.589 0.042 -0.169
C 1.929 -0.787 0.230 -0.004
C 1.633 0.131 1.182 -0.129
H 2.199 1.200 1.293 0.195
H 2.736 -0.584 -0.427 0.125
C 0.886 -2.698 -1.052 -0.322
O 1.320 -3.788 -0.935 0.118
N 0.819 -2.016 -2.388 -0.037
C 0.504 -0.752 -2.696 -0.086
C -0.760 -0.426 -1.691 -0.343
C -0.877 0.768 -1.172 0.074
C -2.391 0.566 -0.645 0.043
C -2.561 -0.658 -1.122 -0.306
O -1.710 -1.266 -1.746 0.159
H -3.488 -1.116 -0.944 0.122
H -2.981 1.102 0.109 0.104
H -0.350 1.625 -0.933 0.093
H 1.181 0.032 -2.480 0.128
H 0.279 -0.856 -3.579 0.007
C 0.983 -3.106 -3.524 -0.211
C 1.843 -2.597 -4.560 -0.193
H 2.487 -3.545 -4.821 0.179
H 2.231 -1.821 -4.338 0.006
S 0.701 -2.373 -5.906 0.824
O -0.029 -1.003 -5.864 -0.358
O 1.269 -2.616 -7.268 -0.358
C -0.376 -3.777 -5.314 -0.199
C -0.685 -3.499 -3.888 -0.015
H -0.926 -2.479 -3.784 0.083
H -0.912 -4.327 -3.410 0.071
H -1.309 -3.636 -5.980 0.152
H 0.042 -4.448 -5.728 -0.020
H 1.561 -4.073 -3.092 0.180
H -0.830 -2.585 0.741 0.069
H -1.171 -0.856 2.529 0.002
H -1.543 1.085 3.327 0.042
H -0.585 0.431 4.666 0.153
H -1.215 2.551 5.589 0.109
H 0.500 2.656 5.283 0.131
H -1.666 3.578 3.553 0.141
H 0.208 3.669 3.100 0.195
H -0.904 5.803 4.222 0.077
H -1.338 4.895 5.666 0.091
H 0.736 6.262 6.087 0.094
H 1.586 5.447 4.578 0.081
H 1.150 4.688 6.140 0.022
```

total charge	0
E_HOMO	-8.28	eV
energy	-1644.9177	Eh
ΔE to the lowest compared entry with this formula, charge and spin	1731.3	kJ/mol
strongest force on any atom	16.384	eV/Å



# 4
C21H27NO6S | the ωB97M-V functional and the def2-TZVPD basis

Structure (XYZ):
```
56
Properties=species:S:1:pos:R:3:lowdin_charge:R:1
C -2.480 -3.421 -0.846 -0.048
C -1.840 -3.101 0.496 -0.211
O -1.089 -1.891 0.419 -0.049
C 0.240 -1.991 0.152 -0.412
O 0.804 -3.057 0.077 0.112
C 0.868 -0.684 -0.006 -0.093
C 0.194 0.517 -0.142 -0.402
N -1.167 0.712 -0.171 0.121
C -1.716 1.947 -0.296 -0.452
O -1.047 2.949 -0.436 0.017
C -3.235 1.956 -0.294 -0.079
C -3.872 1.285 0.955 -0.082
C -2.845 0.938 2.020 -0.497
O -2.149 1.746 2.568 0.143
O -2.817 -0.363 2.323 0.117
C -4.587 0.077 0.307 -0.257
C -5.872 0.591 -0.366 -0.091
C -5.284 1.312 -1.594 -0.088
C -3.782 1.029 -1.408 -0.249
O -3.759 -0.245 -0.794 -0.064
S 1.251 1.863 -0.325 1.193
C 2.635 0.809 -0.211 -0.449
C 2.288 -0.493 -0.059 -0.203
C 3.316 -1.571 0.066 -0.129
C 4.681 -1.067 -0.397 -0.157
C 5.018 0.285 0.238 -0.340
C 6.467 0.679 -0.059 -0.237
C 6.904 1.958 0.647 -0.106
C 4.027 1.335 -0.280 -0.169
H -3.101 -4.307 -0.753 0.078
H -1.710 -3.608 -1.591 0.082
H -3.093 -2.583 -1.171 0.060
H -1.173 -3.910 0.812 0.119
H -2.600 -2.921 1.260 0.116
H -1.753 -0.121 -0.143 0.131
H -3.552 2.991 -0.417 0.161
H -4.581 1.964 1.433 0.166
H -2.130 -0.538 2.987 0.147
H -4.710 -0.786 0.957 0.157
H -6.447 1.247 0.284 0.116
H -6.501 -0.247 -0.662 0.116
H -5.498 2.378 -1.608 0.117
H -5.640 0.871 -2.524 0.116
H -3.193 1.028 -2.323 0.169
H 3.009 -2.441 -0.516 0.112
H 3.368 -1.891 1.111 0.130
H 5.445 -1.802 -0.137 0.115
H 4.678 -0.957 -1.484 0.128
H 4.895 0.197 1.323 0.152
H 6.593 0.798 -1.138 0.114
H 7.119 -0.138 0.259 0.108
H 6.733 1.878 1.718 0.075
H 6.357 2.819 0.274 0.065
H 7.964 2.134 0.482 0.068
H 4.096 2.254 0.304 0.111
H 4.273 1.587 -1.317 0.129
```

total charge	0
E_HOMO	-7.79	eV
energy	-1720.8819	Eh
SMILES	CCOC(=O)c1c(NC(=O)[C@@H]2[C@H](C(=O)O)[C@H]3CC[C@@H]2O3)sc2c1CC[C@@H](CC)C2
ΔE to the lowest compared entry with this formula, charge and spin	0.0	kJ/mol
strongest force on any atom	0.914	eV/Å



Q: What is the strongest force on any atom in the third record?
A: 16.384 eV/Å



Repeat the third record exactly.
C21H27NO5S | the ωB97M-V functional and the def2-TZVPD basis

Structure (XYZ):
```
55
Properties=species:S:1:pos:R:3:lowdin_charge:R:1
C 0.869 5.350 5.401 -0.092
C -0.603 5.091 4.927 -0.220
C -0.634 3.732 4.148 -0.306
C -0.489 2.500 4.826 -0.266
C -0.783 1.287 3.893 -0.005
O 0.533 1.252 2.926 -0.089
C 0.689 0.336 1.919 -0.281
C -0.405 -0.913 1.977 0.139
C -0.215 -1.846 0.931 -0.002
C 0.857 -1.589 0.042 -0.169
C 1.929 -0.787 0.230 -0.004
C 1.633 0.131 1.182 -0.129
H 2.199 1.200 1.293 0.195
H 2.736 -0.584 -0.427 0.125
C 0.886 -2.698 -1.052 -0.322
O 1.320 -3.788 -0.935 0.118
N 0.819 -2.016 -2.388 -0.037
C 0.504 -0.752 -2.696 -0.086
C -0.760 -0.426 -1.691 -0.343
C -0.877 0.768 -1.172 0.074
C -2.391 0.566 -0.645 0.043
C -2.561 -0.658 -1.122 -0.306
O -1.710 -1.266 -1.746 0.159
H -3.488 -1.116 -0.944 0.122
H -2.981 1.102 0.109 0.104
H -0.350 1.625 -0.933 0.093
H 1.181 0.032 -2.480 0.128
H 0.279 -0.856 -3.579 0.007
C 0.983 -3.106 -3.524 -0.211
C 1.843 -2.597 -4.560 -0.193
H 2.487 -3.545 -4.821 0.179
H 2.231 -1.821 -4.338 0.006
S 0.701 -2.373 -5.906 0.824
O -0.029 -1.003 -5.864 -0.358
O 1.269 -2.616 -7.268 -0.358
C -0.376 -3.777 -5.314 -0.199
C -0.685 -3.499 -3.888 -0.015
H -0.926 -2.479 -3.784 0.083
H -0.912 -4.327 -3.410 0.071
H -1.309 -3.636 -5.980 0.152
H 0.042 -4.448 -5.728 -0.020
H 1.561 -4.073 -3.092 0.180
H -0.830 -2.585 0.741 0.069
H -1.171 -0.856 2.529 0.002
H -1.543 1.085 3.327 0.042
H -0.585 0.431 4.666 0.153
H -1.215 2.551 5.589 0.109
H 0.500 2.656 5.283 0.131
H -1.666 3.578 3.553 0.141
H 0.208 3.669 3.100 0.195
H -0.904 5.803 4.222 0.077
H -1.338 4.895 5.666 0.091
H 0.736 6.262 6.087 0.094
H 1.586 5.447 4.578 0.081
H 1.150 4.688 6.140 0.022
```

total charge	0
E_HOMO	-8.28	eV
energy	-1644.9177	Eh
ΔE to the lowest compared entry with this formula, charge and spin	1731.3	kJ/mol
strongest force on any atom	16.384	eV/Å